{"formula": "BrH18O9", "method": "ωB97M-V with the def2-TZVPD basis set", "total_charge": -1, "gap_ev": 9.797, "relative_energy_kj_mol": 29.0, "species": ["Br", "O", "H", "H", "O", "H", "H", "O", "H", "H", "O", "H", "H", "O", "H", "H", "O", "H", "H", "O", "H", "H", "O", "H", "H", "O", "H", "H"], "xyz": [[-0.1349, -0.0818, -0.0869], [-1.5709, -0.4996, -3.1473], [-1.2055, -0.5311, -2.2463], [-2.3727, -1.0269, -3.0965], [-0.2722, 0.2318, 3.6187], [0.0869, -0.6462, 3.7969], [0.0419, 0.4066, 2.7210], [-0.0742, 2.5837, -2.6471], [-0.5535, 2.1377, -1.9375], [0.0793, 1.8808, -3.2890], [-2.5148, 2.3929, 0.1669], [-1.9274, 1.6338, 0.0291], [-2.8253, 2.2656, 1.0698], [-3.1611, -0.4009, 1.8081], [-2.3967, -0.4382, 1.2160], [-2.9439, -1.0364, 2.4963], [2.4679, 0.2612, -2.5572], [1.8051, 0.4554, -1.8761], [2.8937, 1.1082, -2.7163], [2.9078, 1.4915, 0.5997], [3.0784, 2.2491, 0.0328], [1.9513, 1.3482, 0.5253], [1.0650, -2.1521, 2.5492], [0.9265, -1.5698, 1.7834], [1.7959, -2.7237, 2.3006], [0.7292, -3.3782, -0.5613], [1.6779, -3.4148, -0.4122], [0.4461, -2.5466, -0.1401]], "forces_ev_per_a": [[0.1, 0.0, 0.2], [0.0, 0.0, 0.1], [0.0, 0.0, -0.1], [0.0, 0.0, 0.0], [0.1, -0.1, 0.0], [0.0, 0.0, 0.0], [-0.2, 0.1, 0.0], [0.1, 0.0, 0.0], [0.0, 0.1, 0.0], [-0.1, 0.0, 0.0], [0.0, 0.0, 0.0], [0.0, 0.1, 0.0], [0.0, -0.1, 0.0], [-0.1, -0.1, -0.1], [0.1, 0.1, 0.0], [0.1, 0.1, 0.1], [-0.1, 0.1, 0.0], [0.0, -0.2, 0.0], [0.0, 0.0, 0.0], [-0.1, 0.1, 0.0], [0.0, 0.0, 0.0], [0.1, -0.1, 0.0], [0.0, 0.1, 0.0], [0.0, 0.0, 0.1], [0.0, 0.0, 0.0], [-0.1, 0.0, 0.3], [0.0, 0.1, -0.1], [0.0, -0.2, -0.4]], "mulliken_charge": [-0.80, -0.62, 0.28, 0.28, -0.64, 0.35, 0.31, -0.65, 0.30, 0.33, -0.64, 0.28, 0.32, -0.63, 0.32, 0.30, -0.61, 0.30, 0.30, -0.61, 0.30, 0.34, -0.61, 0.24, 0.29, -0.63, 0.32, 0.27]}


{"formula": "BrH2IO2Si", "method": "ωB97M-V with the def2-TZVPD basis set", "total_charge": 0, "gap_ev": 7.840, "relative_energy_kj_mol": 136.4, "smiles": "O[Si](O)(Br)I", "species": ["O", "Si", "O", "Br", "I", "H", "H"], "xyz": [[-0.7334, -0.1359, 1.4825], [0.1058, 0.0811, 0.1195], [-0.6058, -0.3503, -1.2286], [0.5900, 2.2316, -0.2175], [2.8035, -1.2725, -0.4980], [-1.1595, 0.6031, 1.9805], [-1.0006, -1.1571, -1.6385]], "forces_ev_per_a": [[-0.2, 0.4, 0.5], [1.9, 0.3, -0.7], [-1.1, -1.2, -1.2], [0.0, -0.6, 0.3], [-2.1, 1.0, 0.8], [0.8, -0.8, -0.7], [0.8, 1.0, 1.0]], "mulliken_charge": [-0.40, 0.46, -0.37, -0.17, -0.25, 0.35, 0.37]}